1.
# C49H67BN11O2P2Rb

A molecular structure, C49H67BN11O2P2Rb (wB97M-V/def2-TZVPD, the OMol25 dataset).

## Properties
gap between HOMO and LUMO: 5.11 eV
spin multiplicity: 1
charge: -2
energy relative to the best compared isomer or geometry (same formula, charge and spin): 0.0 kcal per mole

CARTESIAN COORDINATES (ANGSTROEM)
Rb: 0.143 0.149 0.142
C: 4.287 -0.733 4.494
C: 2.952 -0.896 4.080
N: 2.573 0.085 3.277
N: 3.637 0.898 3.157
C: 4.679 0.436 3.876
B: 3.606 2.175 2.292
N: 4.000 1.880 0.821
C: 4.943 2.553 0.134
C: 5.015 2.030 -1.139
C: 4.046 1.013 -1.128
N: 3.441 0.928 0.050
N: 2.221 2.833 2.384
C: 1.783 3.650 3.361
C: 0.435 3.871 3.166
C: 0.137 3.123 2.012
N: 1.215 2.506 1.557
H: 4.870 -1.370 5.138
H: 2.267 -1.700 4.305
H: 5.614 0.973 3.893
H: 4.443 2.941 2.729
H: 5.489 3.354 0.604
H: 5.657 2.337 -1.948
H: 3.757 0.356 -1.934
H: 2.460 4.004 4.122
H: -0.229 4.477 3.761
H: -0.796 2.994 1.479
N: 0.923 -2.465 -1.512
C: 2.016 -2.210 -2.412
C: 2.730 -3.472 -2.979
C: 4.003 -3.809 -2.201
C: 5.005 -2.639 -2.142
N: 5.009 -1.847 -3.363
C: 5.682 -2.230 -4.372
N: 5.715 -1.459 -5.527
N: 6.426 -3.395 -4.474
C: 1.577 -1.330 -3.571
O: 2.589 -0.748 -4.240
O: 0.438 -1.205 -3.926
H: 1.145 -3.168 -0.819
H: 0.044 -2.651 -1.977
H: 2.764 -1.650 -1.841
H: 2.964 -3.354 -4.041
H: 2.029 -4.305 -2.901
H: 4.471 -4.693 -2.647
H: 3.741 -4.079 -1.173
H: 6.007 -3.016 -1.891
H: 4.739 -1.969 -1.325
H: 3.455 -1.038 -3.854
H: 5.030 -0.716 -5.507
H: 5.667 -1.996 -6.379
H: 6.578 -3.879 -3.605
H: 7.257 -3.316 -5.038
C: -5.820 -4.334 2.472
C: -5.255 -3.407 3.338
C: -3.977 -2.913 3.103
C: -3.228 -3.322 1.999
C: -3.822 -4.248 1.138
C: -5.093 -4.757 1.367
P: -1.441 -2.802 1.533
C: -1.435 -1.325 2.638
C: -0.733 -1.263 3.836
C: -0.809 -0.137 4.645
C: -1.600 0.939 4.271
C: -2.302 0.893 3.074
C: -2.210 -0.226 2.260
C: -0.670 -4.133 2.559
C: -1.152 -5.136 3.355
C: -0.223 -6.017 3.971
C: 1.130 -5.894 3.791
C: 1.658 -4.861 2.970
C: 3.026 -4.616 2.695
C: 3.367 -3.549 1.896
C: 2.395 -2.677 1.340
C: 1.042 -2.863 1.563
C: 0.732 -3.979 2.378
H: -6.818 -4.717 2.653
H: -5.813 -3.064 4.203
H: -3.555 -2.195 3.798
H: -3.267 -4.571 0.262
H: -5.522 -5.476 0.677
H: -0.109 -2.097 4.132
H: -0.224 -0.093 5.556
H: -1.636 1.828 4.889
H: -2.888 1.743 2.748
H: -2.735 -0.237 1.308
H: -2.215 -5.271 3.521
H: -0.600 -6.809 4.609
H: 1.806 -6.585 4.288
H: 3.793 -5.253 3.124
H: 4.421 -3.351 1.712
H: 2.761 -1.829 0.759
C: -2.737 5.801 -2.178
C: -2.225 4.706 -1.238
C: -0.689 4.740 -1.196
C: -2.702 5.050 0.182
P: -2.738 2.876 -1.578
N: -1.907 1.844 -0.826
C: -4.618 2.800 -1.129
C: -5.175 1.507 -1.739
C: -4.688 2.611 0.394
C: -5.529 3.957 -1.545
C: -2.666 2.642 -3.494
C: -1.267 3.073 -3.955
C: -3.703 3.352 -4.369
C: -2.740 1.129 -3.755
H: -2.443 6.781 -1.780
H: -3.824 5.801 -2.275
H: -2.308 5.721 -3.177
H: -0.356 5.608 -0.615
H: -0.247 4.820 -2.188
H: -0.304 3.837 -0.722
H: -2.182 5.951 0.526
H: -2.473 4.243 0.878
H: -3.773 5.251 0.224
H: -4.509 0.667 -1.531
H: -5.320 1.581 -2.817
H: -6.153 1.292 -1.292
H: -3.873 1.954 0.705
H: -5.644 2.151 0.667
H: -4.608 3.553 0.938
H: -5.505 4.146 -2.619
H: -5.278 4.888 -1.034
H: -6.567 3.714 -1.278
H: -1.144 4.155 -3.970
H: -1.101 2.709 -4.976
H: -0.500 2.639 -3.312
H: -3.707 4.434 -4.229
H: -4.714 2.984 -4.192
H: -3.472 3.160 -5.425
H: -2.175 0.593 -2.990
H: -2.299 0.904 -4.732
H: -3.764 0.755 -3.760

Atoms 1-2, force components in eV/Å:
Rb 0.3 0.0 0.0
C 0.0 0.0 0.0

***

2.
# C49H68Br3N12O20

A molecular structure, C49H68Br3N12O20 at a distorted geometry (wB97M-V/def2-TZVPD, the OMol25 dataset).

## Properties
gap between HOMO and LUMO: 5.67 eV
spin multiplicity: 1
charge: -1

CARTESIAN COORDINATES (ANGSTROEM)
C: 1.280 0.055 -2.168
C: 0.015 -0.582 -1.690
N: -0.488 -0.088 -0.420
C: -1.561 -0.587 0.155
C: -1.773 0.025 1.366
N: -0.625 0.839 1.571
C: 0.105 0.821 0.440
C: -0.315 1.546 2.886
H: 1.331 1.119 -2.395
H: 1.605 -0.591 -2.984
H: 2.159 -0.064 -1.532
H: 0.283 -1.625 -1.519
H: -0.777 -0.439 -2.426
H: -2.314 -1.151 -0.376
H: -2.511 0.062 2.152
H: 1.110 1.191 0.292
H: -1.206 1.362 3.488
H: -0.324 2.624 2.726
H: 0.503 1.130 3.471
C: 4.838 1.024 -0.242
O: 4.650 1.449 -1.425
O: 4.952 -0.229 -0.017
O: 4.917 1.798 0.746
C: -2.665 3.593 -1.438
Br: -2.950 5.262 -2.459
Br: -1.891 3.958 0.325
Br: -1.499 2.373 -2.521
H: -3.623 3.086 -1.342
C: -0.158 1.040 -6.029
C: 1.075 1.082 -5.211
C: 2.115 0.288 -5.675
C: 2.004 -0.637 -6.678
C: 0.817 -0.724 -7.342
C: -0.191 0.178 -7.143
O: -1.351 0.348 -7.927
O: 3.325 0.490 -5.107
H: -1.009 1.613 -5.691
H: 1.172 1.884 -4.493
H: 2.804 -1.299 -6.976
H: 0.732 -1.459 -8.131
H: -1.770 1.197 -7.770
H: 3.317 1.269 -4.543
C: -0.586 -2.586 -5.221
C: 0.475 -2.613 -4.342
C: 0.499 -3.526 -3.254
C: -0.593 -4.343 -3.075
C: -1.677 -4.370 -4.004
C: -1.674 -3.375 -4.994
O: -2.873 -3.169 -5.657
O: 1.508 -3.574 -2.357
H: -0.647 -1.846 -6.007
H: 1.347 -2.036 -4.618
H: -0.522 -5.098 -2.308
H: -2.553 -4.990 -3.882
H: -2.797 -2.548 -6.385
H: 2.325 -3.318 -2.806
C: -4.270 -0.581 -2.577
C: -3.926 -0.593 -3.944
C: -4.326 0.490 -4.739
C: -4.992 1.624 -4.184
C: -5.195 1.655 -2.868
C: -4.927 0.529 -2.043
O: -5.321 0.614 -0.710
O: -3.937 0.539 -6.068
H: -4.050 -1.446 -1.967
H: -3.400 -1.431 -4.379
H: -5.162 2.446 -4.864
H: -5.647 2.549 -2.463
H: -5.762 -0.194 -0.436
H: -4.568 0.074 -6.623
C: 0.573 1.109 9.120
C: -0.071 1.128 7.912
C: 0.130 2.188 7.007
C: 1.075 3.182 7.280
C: 1.777 3.111 8.539
C: 1.503 2.057 9.398
O: 2.158 1.807 10.575
O: -0.855 2.270 6.093
H: 0.375 0.309 9.818
H: -0.847 0.391 7.760
H: 1.084 4.051 6.638
H: 2.386 3.959 8.814
H: 2.168 0.913 10.919
H: -0.502 2.833 5.396
C: 0.930 5.269 -3.225
C: 1.093 4.397 -2.149
C: 2.270 3.795 -1.844
C: 3.384 4.173 -2.580
C: 3.316 5.171 -3.518
C: 2.097 5.700 -3.899
O: 2.025 6.432 -5.042
O: 2.481 2.927 -0.805
H: 0.009 5.770 -3.487
H: 0.180 4.123 -1.640
H: 4.297 3.675 -2.284
H: 4.194 5.382 -4.113
H: 2.865 6.776 -5.353
H: 3.335 2.470 -0.853
C: -2.551 -1.532 6.142
C: -2.356 -1.830 7.466
C: -1.195 -2.444 7.876
C: -0.205 -2.709 6.950
C: -0.466 -2.439 5.543
C: -1.593 -1.721 5.174
O: -1.848 -1.568 3.804
O: -0.909 -2.678 9.190
H: -3.434 -1.083 5.709
H: -3.120 -1.823 8.232
H: 0.730 -3.118 7.304
H: 0.341 -2.534 4.829
H: -1.706 -2.454 3.456
H: -1.607 -2.406 9.789
C: 4.197 -2.178 -2.825
O: 3.803 -2.833 -3.779
N: 4.494 -2.691 -1.657
N: 4.406 -0.865 -2.867
H: 4.796 -2.047 -0.936
H: 4.474 -3.670 -1.417
H: 4.293 -0.462 -3.785
H: 4.395 -0.372 -1.984
C: 2.726 3.476 3.224
O: 2.005 3.490 4.192
N: 3.852 2.761 3.224
N: 2.419 3.789 1.990
H: 4.350 2.441 2.403
H: 3.938 2.177 4.043
H: 1.979 4.672 1.778
H: 3.050 3.405 1.301
C: 2.575 -1.387 2.408
O: 1.577 -1.860 2.858
N: 2.891 -1.614 1.172
N: 3.270 -0.479 3.061
H: 3.663 -1.138 0.724
H: 2.187 -2.046 0.597
H: 2.764 0.027 3.771
H: 3.921 0.040 2.485
C: -4.961 -3.313 0.989
O: -4.401 -2.639 0.177
N: -4.523 -3.722 2.176
N: -6.217 -3.638 0.754
H: -3.573 -3.432 2.368
H: -5.120 -4.231 2.807
H: -6.524 -3.699 -0.205
H: -6.718 -4.164 1.453
C: -1.041 -3.811 0.957
O: -1.679 -3.647 1.943
N: 0.237 -3.609 0.875
N: -1.544 -4.361 -0.128
H: 0.690 -3.284 0.034
H: 0.457 -3.128 1.740
H: -2.548 -4.455 -0.158
H: -0.927 -4.648 -0.872

Atoms 1-2, force components in eV/Å:
C 1.6 -0.3 0.0
C 0.5 0.4 0.1

***

| no. | total energy (hartree) |
| --- | --- |
| 1 | -3391.92166 |
| 2 | -11792.08579 |